Model w:
Entry from the OMol25 dataset: a cluster of 2 separate species, C3H7ClN2O in total (the ωB97M-V functional and the def2-TZVPD basis).

Geometry as XYZ:
```
14
Properties=species:S:1:pos:R:3
C 0.5109 1.6500 -2.6690
C 0.9519 -0.0298 1.0365
C -0.9693 0.5573 -0.3669
N 1.1758 2.5605 -2.3888
N 0.4312 0.2162 -0.3622
O -0.0881 0.8435 -3.2439
Cl 2.0425 3.1840 -1.0835
H 0.1897 -0.6519 1.5522
H 1.8893 -0.5863 0.9068
H 1.2553 0.8444 1.5892
H -1.4455 0.4923 -1.4071
H -1.5437 -0.2227 0.1168
H -0.9374 1.5976 -0.1107
H 0.4151 -0.6859 -0.7223
```

Computed properties:
LUMO energy: 0.23 eV
Frontier orbital gap: 9.7 eV
SMILES: O=C=NCl.CNC

Results of the natural (NBO) charge analysis, in e, for atoms 1 through 5:
1 C 0.858
2 C -0.423
3 C -0.452
4 N -0.575
5 N -0.626

Model x:
Entry from the OMol25 dataset: a cluster of 2 separate species, C3H7ClN2O in total (the ωB97M-V functional and the def2-TZVPD basis).

Geometry as XYZ:
```
14
Properties=species:S:1:pos:R:3
C -0.4392 1.1960 2.2266
C 0.9652 0.4977 -1.2540
C 0.4651 -1.9040 -1.4294
N -1.3348 1.0610 1.1738
N 0.3175 -0.5674 -0.9494
O 0.7125 0.8815 2.2136
Cl -1.3858 1.5346 3.6941
H -0.8273 0.7210 0.3826
H 1.5689 0.3937 -2.1395
H 0.6731 1.4795 -0.7608
H 1.2830 -1.8534 -2.1280
H 0.7916 -2.4482 -0.5275
H -0.4780 -2.4126 -1.7773
H -2.3119 1.4208 1.2750
```

Computed properties:
LUMO energy: 0.84 eV
Frontier orbital gap: 10.3 eV
SMILES: NC(=O)Cl.C=NC

Results of the natural (NBO) charge analysis, in e, for atoms 1 through 5:
1 C 0.653
2 C -0.073
3 C -0.439
4 N -0.857
5 N -0.428

The most stable of them is model x.

Model w:
Entry from the OMol25 dataset: a cluster of 2 separate species, C5H5NS in total (the ωB97M-V functional and the def2-TZVPD basis).

Geometry as XYZ:
```
12
Properties=species:S:1:pos:R:3
C -2.3433 -2.2222 -0.4920
C -2.0314 -1.5033 0.4021
C 1.1442 0.5984 -0.0078
C 1.6627 -0.5549 0.2385
C -0.2079 0.8764 0.9046
N -0.3499 -0.2780 1.6827
S 0.8786 -1.3783 1.5581
H -2.9860 -2.8415 -1.1944
H 1.4037 1.3571 -0.6881
H 2.5466 -1.0028 -0.1795
H 0.0594 1.8571 1.3834
H -1.0541 1.2673 0.3468
```

Computed properties:
LUMO energy (spin up / spin down): -1.19 / -1.42 eV
Frontier orbital gap (spin up / spin down): 8.2 / 6.8 eV

Results of the natural (NBO) charge analysis, in e, for atoms 1 through 5:
1 C -0.493
2 C 0.003
3 C -0.170
4 C -0.441
5 C -0.307

Model x:
Entry from the OMol25 dataset: the molecule C5H5NS (the ωB97M-V functional and the def2-TZVPD basis).

Geometry as XYZ:
```
12
Properties=species:S:1:pos:R:3
C -0.4838 -1.1382 -0.5214
C -1.7964 -1.1427 -0.9679
C -0.0537 0.1494 -0.1911
C -0.9266 1.2069 -0.5826
C 1.5563 1.3009 1.1548
N 1.2067 0.3124 0.4085
S -2.3860 0.4202 -0.9979
H 0.1740 -1.9445 -0.1723
H -2.3151 -2.0392 -1.1557
H 0.7300 1.9603 1.2866
H 2.4913 1.4955 1.6038
H 1.8034 -0.5810 0.1353
```

Computed properties:
LUMO energy (spin up / spin down): -0.60 / -0.60 eV
Frontier orbital gap (spin up / spin down): 7.1 / 7.1 eV

Results of the natural (NBO) charge analysis, in e, for atoms 1 through 5:
1 C -0.284
2 C -0.488
3 C -0.121
4 C -0.487
5 C -0.017

Model y:
Entry from the OMol25 dataset: the molecule C5H5NS (the ωB97M-V functional and the def2-TZVPD basis).

Geometry as XYZ:
```
12
Properties=species:S:1:pos:R:3
C 0.3834 -0.8833 -1.1137
C -0.0158 0.4024 -0.9107
C -0.2251 0.5619 0.5050
C 0.1043 -0.7506 1.1631
C 0.4703 -1.6043 0.1906
H 0.7207 -1.0265 -3.1399
H 1.1074 -2.4398 -2.2536
H -0.1953 1.1753 -1.6280
H 0.0210 -0.9390 2.2272
H 0.7521 -2.6725 0.2651
N 0.6967 -1.5147 -2.2717
S -0.7241 1.8843 1.3391
```

Computed properties:
LUMO energy: -0.88 eV
Frontier orbital gap: 7.3 eV
SMILES: NC1=CC(=S)C=C1

Results of the natural (NBO) charge analysis, in e, for atoms 1 through 5:
1 C 0.251
2 C -0.438
3 C -0.113
4 C -0.200
5 C -0.242

Model z:
Entry from the OMol25 dataset: the molecule C5H5NS (the ωB97M-V functional and the def2-TZVPD basis).

Geometry as XYZ:
```
12
Properties=species:S:1:pos:R:3
C 0.3258 1.1487 1.4008
C 0.2040 0.1728 0.4769
C -0.7039 -0.0257 -0.6884
C -0.3202 -1.2007 -1.2492
C 0.8368 -1.6918 -0.5066
H -1.0724 2.5678 0.2438
H 0.8470 0.9571 2.2958
H -1.5225 0.6146 -1.0122
H -0.7877 -1.7238 -2.0828
H 1.4081 -2.6040 -0.7289
N 1.1167 -0.9503 0.5221
S -0.3317 2.7354 1.3288
```

Computed properties:
LUMO energy: -0.41 eV
Frontier orbital gap: 8.3 eV
SMILES: S/C=C1\C=CC=N1

Results of the natural (NBO) charge analysis, in e, for atoms 1 through 5:
1 C -0.254
2 C 0.019
3 C -0.235
4 C -0.266
5 C 0.032

The most stable of them is model y.

Model w:
Entry from the OMol25 dataset: a cluster of 2 separate species, C5H14S in total (the ωB97M-V functional and the def2-TZVPD basis).

Geometry as XYZ:
```
20
Properties=species:S:1:pos:R:3
C -1.3075 -0.0287 1.5520
C -2.2052 -0.2663 0.3025
C -1.7578 -1.2507 2.4254
H -1.5097 0.8974 2.1818
H -0.1664 0.1923 1.4748
H -2.2286 -1.2266 -0.2723
H -3.2707 0.0215 0.4549
H -1.4070 -2.1300 2.0146
H -2.7907 -1.2502 2.7123
H -1.7419 0.4238 -0.4787
H -1.3888 -1.0972 3.4925
C 1.7609 0.0725 -3.0320
C 2.6760 1.1427 -0.4200
S 2.7835 -0.2357 -1.6513
H 2.1338 0.9054 -3.6566
H 1.7158 -1.0593 -3.4540
H 0.7751 0.3021 -2.8375
H 2.6919 1.0026 0.5675
H 1.8347 1.7164 -0.7426
H 3.4024 1.8678 -0.6335
```

Computed properties:
LUMO energy: 0.91 eV
Frontier orbital gap: 9.3 eV
SMILES: CCC.CSC

Results of the natural (NBO) charge analysis, in e, for atoms 1 through 5:
1 C -0.414
2 C -0.633
3 C -0.608
4 H 0.204
5 H 0.214

Model x:
Entry from the OMol25 dataset: a cluster of 2 separate species, C5H14S in total (the ωB97M-V functional and the def2-TZVPD basis).

Geometry as XYZ:
```
20
Properties=species:S:1:pos:R:3
C -1.3967 -1.3639 -0.1262
C -2.6134 -2.0761 -0.7026
H -0.3961 -1.7598 -0.4774
H -1.4374 -0.3602 -0.4953
H -1.4418 -1.3158 0.9246
H -3.4697 -2.1256 0.0691
H -2.4198 -3.1430 -0.8536
H -2.9998 -1.7127 -1.5180
C 1.7520 0.6248 1.2884
C 2.1129 -0.1352 0.0530
C 0.4085 2.6501 -0.3279
S 0.0368 1.6210 1.2215
H 1.4993 0.0343 2.2444
H 2.5189 1.5149 1.3728
H 2.1520 0.5064 -0.7103
H 1.4311 -0.8211 -0.1210
H -0.0535 2.1959 -1.1371
H -0.0698 3.6912 -0.2939
H 1.4319 2.6406 -0.4246
H 2.9545 -0.6658 0.0141
```

Computed properties:
LUMO energy: 0.96 eV
Frontier orbital gap: 9.4 eV
SMILES: CCSC.CC

Results of the natural (NBO) charge analysis, in e, for atoms 1 through 5:
1 C -0.609
2 C -0.591
3 H 0.192
4 H 0.210
5 H 0.210

Model y:
Entry from the OMol25 dataset: a cluster of 2 separate species, C5H14S in total (the ωB97M-V functional and the def2-TZVPD basis).

Geometry as XYZ:
```
20
Properties=species:S:1:pos:R:3
C -1.2737 1.5765 -0.5280
C 0.1713 1.5142 -2.8761
S 0.3719 2.1948 -1.1617
H -1.5835 0.5936 -0.7155
H -1.1551 1.6295 0.5144
H -2.1150 2.1543 -1.0154
H 0.2882 0.4670 -2.9962
H 0.8345 2.0254 -3.4217
H -0.7774 1.7537 -3.2768
C -0.0538 -1.2316 1.4927
C 0.8948 -0.9941 2.6366
C 0.5338 -1.5201 0.0981
H -0.8924 -2.0648 1.5509
H -0.6437 -0.2655 1.6847
H 1.4623 -1.9285 2.9031
H 1.5476 -0.9366 -0.0944
H 0.4851 -2.6583 0.0116
H 0.3035 -0.9237 3.5319
H 1.6539 -0.2237 2.4372
H -0.0522 -1.1622 -0.7753
```

Computed properties:
LUMO energy: 0.97 eV
Frontier orbital gap: 9.6 eV
SMILES: CCC.CSC

Results of the natural (NBO) charge analysis, in e, for atoms 1 through 5:
1 C -0.717
2 C -0.696
3 S 0.151
4 H 0.210
5 H 0.219

The most stable of them is model y.

Model w:
Entry from the OMol25 dataset: a cluster of 2 separate species, C5H14S in total (the ωB97M-V functional and the def2-TZVPD basis).

Geometry as XYZ:
```
20
Properties=species:S:1:pos:R:3
C -0.6373 0.8734 -1.8504
C -1.0706 -0.4735 -2.4233
C -1.9074 1.3562 0.9318
S -1.8366 1.8562 -0.7798
H 0.3412 0.6940 -1.3902
H -0.6429 1.6183 -2.6604
H -1.9945 -0.4172 -3.0488
H -1.2731 -1.2471 -1.6973
H -1.0686 1.8658 1.4441
H -2.8853 1.5964 1.3121
H -1.5770 0.3641 1.2835
H -0.4211 -0.6948 -3.2675
C 1.8359 -0.1688 1.6977
C 1.9183 -1.6470 1.3813
H 2.0567 0.3017 0.7328
H 0.8491 0.1620 2.0276
H 2.6222 0.1065 2.4183
H 1.3901 -2.2882 2.1333
H 2.9275 -2.0038 1.3061
H 1.3733 -1.8540 0.4490
```

Computed properties:
LUMO energy: 0.93 eV
Frontier orbital gap: 9.3 eV
SMILES: CCSC.CC

Results of the natural (NBO) charge analysis, in e, for atoms 1 through 5:
1 C -0.491
2 C -0.636
3 C -0.782
4 S 0.154
5 H 0.209

Model x:
Entry from the OMol25 dataset: a cluster of 2 separate species, C5H14S in total (the ωB97M-V functional and the def2-TZVPD basis).

Geometry as XYZ:
```
20
Properties=species:S:1:pos:R:3
C -1.1829 -1.5743 1.7375
C -0.9480 -1.3583 3.2479
H -1.2080 -2.6292 1.4918
H -2.1205 -1.0951 1.4759
H -0.4011 -1.1067 1.1515
H -0.8397 -2.3105 3.7722
H -1.7148 -0.7600 3.7307
H 0.0005 -0.8656 3.4430
C 0.7984 0.0414 -1.2727
C 0.0310 -0.2845 -2.5399
C 1.2896 2.7925 -1.2297
S 2.1549 1.2283 -1.3505
H 0.1297 0.3339 -0.4615
H 1.2715 -0.8191 -0.8438
H 0.4733 0.0838 -3.4674
H -0.9546 0.1841 -2.5017
H 0.8095 2.9686 -0.2672
H 2.0327 3.5596 -1.4513
H 0.5206 2.9565 -1.9880
H -0.1418 -1.3454 -2.6767
```

Computed properties:
LUMO energy: 0.95 eV
Frontier orbital gap: 9.5 eV
SMILES: CCSC.CC

Results of the natural (NBO) charge analysis, in e, for atoms 1 through 5:
1 C -0.614
2 C -0.614
3 H 0.207
4 H 0.205
5 H 0.201

Model y:
Entry from the OMol25 dataset: a cluster of 2 separate species, C5H14S in total (the ωB97M-V functional and the def2-TZVPD basis).

Geometry as XYZ:
```
20
Properties=species:S:1:pos:R:3
C -0.9507 -3.2869 0.0794
C -0.4673 -2.1062 -0.5087
H -1.0650 -3.1680 1.0436
H -1.8324 -3.7159 -0.3270
H -0.2002 -4.1260 -0.1137
H -0.6052 -2.1534 -1.7091
H 0.6298 -1.8838 -0.3186
H -0.7363 -1.1252 -0.0981
C 0.2502 1.9222 1.0245
C 1.6283 2.4222 1.2821
C -0.4889 1.2125 -1.6562
S -0.3925 2.6187 -0.4905
H 0.0484 0.7414 1.3000
H -0.3649 2.2803 1.8292
H 2.3060 1.6675 1.5367
H 1.4449 2.8801 2.3295
H 0.0512 0.3893 -1.0942
H -1.4795 0.9994 -2.0075
H 0.2715 1.4881 -2.5476
H 1.9526 2.9436 0.4463
```

Computed properties:
LUMO energy: 0.92 eV
Frontier orbital gap: 9.4 eV
SMILES: CCSC.CC

Results of the natural (NBO) charge analysis, in e, for atoms 1 through 5:
1 C -0.610
2 C -0.604
3 H 0.201
4 H 0.208
5 H 0.196

The most stable of them is model x.